Entry 1:
ORCA calculation (wB97M-V/def2-TZVPD) on a cluster of 8 separate species, C28H38F18O20S2 in total at a distorted geometry.

```
106
Properties=species:S:1:pos:R:3:forces:R:3:lowdin_charge:R:1
C 1.50918 21.77100 14.52460 0.3741 0.0921 -0.0458 -0.04
C 0.19414 21.05937 14.39418 -0.6269 0.2794 0.1594 -0.18
O -0.09278 20.61235 13.04210 0.4965 -1.5775 1.2141 0.04
C -0.48490 21.47475 12.16199 -0.1096 -1.4536 -0.4540 -0.46
O -0.51419 22.62917 12.30542 -0.2506 3.5269 0.1638 0.21
C -0.96570 20.80256 10.87852 -0.1532 -0.3256 0.0962 -0.57
F -2.15649 21.29610 10.54485 -0.0950 0.1885 -0.1949 0.18
F -0.10614 21.00667 9.89253 0.1723 0.1731 -0.3592 0.19
F -1.10453 19.49352 11.05276 -0.0561 -0.5558 -0.1393 0.17
H 1.68793 22.07475 15.55702 -0.0943 -0.2560 0.0892 0.08
H 1.52991 22.69283 13.94677 -0.0592 -0.1134 -0.1963 0.08
H 2.32047 21.11753 14.20721 0.1083 0.0918 0.0061 0.08
H -0.62267 21.70615 14.73924 0.0370 -0.0456 -0.3053 0.13
H 0.13453 20.13682 14.96760 0.2654 0.0153 0.0346 0.09
C 2.91130 14.19038 14.96771 -0.1126 -0.5109 0.4358 -0.06
C 3.97420 13.71128 13.99746 -0.6668 1.0136 -0.3917 -0.18
O 5.06818 13.15962 14.74165 0.1853 -0.6102 0.1812 0.04
C 6.27794 13.64566 14.54383 -0.0013 0.6853 -0.3735 -0.40
O 6.57308 14.57823 13.85482 0.1290 -0.0264 -0.0445 0.17
C 7.34096 12.87080 15.34304 -1.4203 -1.4622 0.3857 -0.54
F 7.32241 11.56172 14.95183 0.2875 0.7223 0.0096 0.14
F 8.53237 13.36402 15.17354 0.5592 0.1762 0.0410 0.21
F 7.01241 12.85844 16.65374 0.3598 0.2845 -0.2617 0.15
H 3.25228 15.03080 15.57587 0.1259 0.0090 -0.1503 0.09
H 2.63953 13.39180 15.66514 0.0485 0.0182 -0.0901 0.08
H 1.98670 14.47607 14.46793 0.1381 -0.0114 -0.1898 0.06
H 4.30129 14.54386 13.37448 0.2844 -0.0674 0.1961 0.10
H 3.59286 12.96594 13.29999 0.0990 -0.3305 0.3041 0.13
C -1.61918 12.88718 21.33840 1.0735 -0.4332 -0.4028 -0.05
C -3.08155 13.10818 21.47751 0.5386 0.8708 1.0941 -0.20
O -3.60823 11.98757 22.18818 1.7506 -1.9717 -0.2990 0.07
C -4.86040 12.02992 22.46586 0.3655 -0.9718 1.1560 -0.45
O -5.53342 12.94012 22.18521 -2.8643 2.6010 -0.9182 0.18
C -5.44481 10.90499 23.33907 -0.0119 -0.5268 -0.4493 -0.53
F -6.59527 10.49683 22.77198 0.2693 0.2034 0.4247 0.16
F -4.65011 9.84617 23.45268 0.1603 -0.0478 0.0220 0.18
F -5.68714 11.38038 24.56405 -0.1357 -0.0270 -0.1623 0.18
H -1.44801 11.93018 20.84626 0.1120 -0.0645 -0.0405 0.08
H -1.07125 12.87804 22.27976 -0.2691 -0.0634 0.1562 0.09
H -1.14085 13.64926 20.72276 -0.2431 0.1145 -0.0979 0.08
H -3.54233 13.26529 20.51108 -0.3842 -0.2262 0.0038 0.11
H -3.25536 13.94001 22.16345 -0.2186 0.4082 -0.5290 0.14
C 1.36294 17.46509 14.09908 -0.2340 -1.1880 -0.7036 -0.04
C 2.13248 18.19575 13.02750 0.0270 1.2539 1.3050 -0.19
O 2.92817 17.26863 12.30195 0.1123 -1.1752 0.6590 0.05
C 3.25404 17.57550 11.07088 0.2204 -1.2982 0.7458 -0.43
O 2.95172 18.55880 10.51889 -0.4888 2.3575 -1.6588 0.20
C 4.05895 16.47247 10.36679 -0.1983 0.3600 -0.4869 -0.55
F 3.30654 15.93816 9.38795 0.1289 0.1152 0.0781 0.17
F 5.15088 17.01073 9.81788 -0.0428 -0.0962 -0.0410 0.18
F 4.41977 15.50634 11.17783 0.3284 -0.6583 0.4597 0.18
H 1.98151 16.65109 14.47790 -0.0396 0.0656 0.0502 0.06
H 0.49196 17.01752 13.61626 -0.1250 -0.1275 0.3481 0.09
H 1.04999 18.03823 14.96382 0.0661 0.4700 -0.1654 0.05
H 2.79579 18.89462 13.54680 0.2564 0.0698 -0.4220 0.13
H 1.48524 18.77070 12.37662 0.0194 -0.0890 -0.2446 0.11
C -6.23320 13.99483 19.04658 0.6076 -0.2331 -0.1015 -0.04
C -5.61407 15.08396 19.88888 -0.6362 -0.2991 -0.0323 -0.17
O -5.85061 16.35643 19.21531 -0.5036 -0.1903 0.3356 0.07
C -4.87693 17.17331 19.00119 -0.4921 0.6292 -0.3112 -0.42
O -3.70655 16.98161 19.04787 1.5659 -0.3412 0.3168 0.16
C -5.37976 18.56399 18.56826 -0.5518 0.0207 -0.1526 -0.54
F -6.62660 18.80507 18.97503 0.2946 0.1660 0.0364 0.18
F -4.56642 19.52359 19.03319 -0.1325 -0.0002 0.2356 0.15
F -5.35007 18.65135 17.23768 -0.0101 -0.0471 -0.3430 0.17
H -7.31116 14.11419 19.02570 -0.0748 -0.2350 -0.1237 0.09
H -5.93475 13.02048 19.43918 -0.4062 0.0553 0.3125 0.07
H -5.81810 13.97908 18.03611 -0.1576 0.3640 -0.0493 0.09
H -4.57239 14.89740 20.09813 0.2959 0.4493 -0.2541 0.09
H -6.14006 15.20540 20.83234 0.0510 -0.1653 0.0696 0.13
C 0.05728 10.62558 17.09195 0.0753 0.9776 -0.7748 -0.05
C -1.34955 10.71034 16.55464 0.4510 -0.1749 -0.1661 -0.19
O -2.16639 9.77770 17.29912 0.8609 0.2432 1.1548 0.05
C -3.43658 9.84720 17.01992 0.4252 -1.4693 0.0601 -0.45
O -3.87511 10.32228 16.03832 -1.3999 1.3419 -1.4222 0.19
C -4.31304 9.04806 17.98913 -0.7218 0.7091 -0.6704 -0.57
F -5.18022 8.32058 17.29131 -0.2797 -0.0973 -0.1271 0.18
F -3.63153 8.23932 18.74707 0.5763 -0.5254 1.0292 0.21
F -5.02383 9.91812 18.74101 0.1613 -0.1720 0.2278 0.15
H 0.44503 9.61780 16.98968 0.0273 -0.1186 0.4618 0.08
H 0.15860 11.09060 18.06613 -0.0158 -0.4893 0.3974 0.08
H 0.66889 11.25983 16.43852 -0.0448 -0.1068 -0.0192 0.07
H -1.33373 10.40835 15.50675 -0.3216 0.1124 0.0118 0.14
H -1.80837 11.69897 16.65211 0.1957 -0.1396 -0.1428 0.12
C -1.39243 20.08279 19.21675 -0.0617 1.0816 0.2857 -0.14
C -1.18125 20.96524 17.99995 -0.9425 -0.8995 -0.6954 -0.17
O 0.21854 21.24342 18.04320 0.1900 0.2265 0.2874 -0.18
S 0.99069 19.89466 18.45484 -0.9749 0.4610 -0.6305 0.59
O 2.07846 20.15307 19.29152 0.6588 0.5455 0.9710 -0.17
O 1.22314 19.17048 17.26111 -0.2158 -0.7474 -0.5904 -0.23
O -0.22228 19.25634 19.27229 0.2735 -0.2761 -0.0999 -0.19
H -2.29100 19.48017 19.22616 0.0728 -0.2538 -0.2066 0.11
H -1.40055 20.76661 20.07153 0.0856 -0.4016 0.2394 0.14
H -1.81877 21.84516 18.01421 0.5572 0.3974 0.2860 0.14
H -1.45405 20.45136 17.06430 0.3791 -0.0586 0.1408 0.12
C -0.83533 16.52693 17.97352 0.4189 -0.5398 -0.2607 -0.16
C -1.36967 17.22723 16.76136 -0.8405 1.3207 0.5417 -0.20
O -1.15504 16.31364 15.71252 0.2065 -0.4120 -0.7476 -0.18
S -1.40514 14.82581 16.19687 1.0299 0.5528 1.6338 0.59
O -0.32868 13.99529 15.82088 0.7633 -0.2338 -0.3620 -0.22
O -2.70381 14.42741 15.85433 -1.4523 -0.2245 0.1973 -0.20
O -1.24358 15.13697 17.81008 -0.4863 0.2442 -1.3398 -0.19
H -1.23416 16.89602 18.90640 0.0609 -0.0577 0.1284 0.11
H 0.25546 16.57440 17.89114 -0.0592 -0.1053 0.5131 0.14
H -0.84239 18.15616 16.56077 0.3957 -0.2334 -0.1936 0.10
H -2.42233 17.51668 16.85114 -0.0961 -0.5048 -0.0592 0.13
```
Forces are in eV/Å.

maximum force: 0.0773 Eh/bohr
HOMO-LUMO gap: 11.2 eV
HOMO: -11.25 eV
calculated total energy: -141187.190 eV
E_LUMO: -0.0014 hartree
relative energy (zero: lowest compared OMol25 entry of this formula, charge and spin): 0.0 kJ/mol

Entry 2:
ORCA calculation (wB97M-V/def2-TZVPD) on a structure of composition C30H20N4OS5SiSn at a distorted geometry.

```
62
Properties=species:S:1:pos:R:3:forces:R:3:lowdin_charge:R:1
Sn 1.73249 -0.71484 -0.31010 0.3024 0.3813 0.0287 0.77
S 4.66120 -0.44051 0.13627 -0.0669 -0.1179 0.2489 0.39
C 4.81127 -0.74949 1.82761 -0.1683 0.0142 0.2086 -0.83
C 6.16356 -0.93047 2.30650 0.0797 -0.0823 -0.0062 -0.32
N 7.25985 -1.12242 2.61206 -0.2290 0.1123 0.0208 0.12
C 3.76974 -0.88271 2.71682 0.0998 0.0618 -1.1016 -0.75
S 2.07329 -0.83225 2.23482 -0.1835 -0.0801 0.1393 0.46
C 4.01984 -1.15977 4.09031 0.0373 -0.0994 0.3395 -0.32
N 4.21068 -1.40601 5.20294 -0.0517 0.0862 -0.2137 0.12
S 1.37603 7.05036 1.22803 0.3770 0.8923 0.1016 0.49
C 1.37965 5.65221 0.34011 -0.2641 -0.0422 0.5701 -1.16
S 0.39062 4.35610 0.86078 0.2139 -0.3924 -0.5679 0.93
C 0.91267 3.39354 -0.54118 -0.5862 0.2297 0.7823 -1.14
N 1.74925 4.02365 -1.29644 0.0908 -0.4486 0.1138 0.02
N 2.04642 5.26492 -0.75332 0.4323 0.4347 -0.8382 -0.15
C 3.03804 5.98257 -1.48690 0.4343 0.2990 -0.2046 -0.19
C 3.03945 7.36632 -1.62643 -0.1044 0.3432 -0.0310 -0.04
C 4.02994 8.00913 -2.39331 -0.7487 -0.1038 0.7461 -0.10
C 5.03406 7.30594 -3.01039 0.2037 -0.7739 -0.0262 -0.12
C 5.04204 5.91474 -2.86412 -0.6381 -0.0613 0.3222 -0.08
C 4.05350 5.26022 -2.12194 0.3194 0.3453 -0.2735 -0.01
S 0.13607 1.89469 -0.66604 0.0796 -0.8402 -0.3933 0.42
H 2.26193 7.94499 -1.13125 0.2583 -0.1087 -0.1527 0.06
H 4.00815 9.08409 -2.45712 -0.0837 0.2248 -0.0553 0.09
H 5.80109 7.81295 -3.58751 -0.0706 -0.0689 0.0514 0.09
H 5.79784 5.30310 -3.32780 0.2000 -0.0082 -0.1123 0.09
H 4.05946 4.18691 -2.04952 0.0020 -0.1617 0.0611 0.11
O -0.28793 -1.35988 -0.14818 -0.0073 -0.2818 0.0878 -0.60
Si -1.62068 -2.20514 0.05437 -0.3106 -0.2146 -0.0384 0.45
C -1.69266 -3.81784 -0.99720 -0.0396 0.6590 0.5826 -0.21
C -0.73872 -4.13602 -1.94602 0.3169 0.0898 -0.1180 -0.09
C -0.86002 -5.27083 -2.74153 0.4619 0.0674 -0.1492 -0.10
C -1.94300 -6.11278 -2.60136 -0.8498 -0.1046 0.0907 -0.12
C -2.93933 -5.79604 -1.67143 0.5159 0.1114 0.2371 -0.10
C -2.77492 -4.68031 -0.86037 -0.5905 -0.2405 -0.1240 -0.11
C -3.13586 -1.17929 -0.44764 0.6471 -0.3201 -0.1417 -0.21
C -4.42201 -1.50851 -0.04847 -0.0707 0.0873 -0.0377 -0.12
C -5.51341 -0.74209 -0.42431 -0.1052 0.3409 -0.0994 -0.11
C -5.32742 0.36724 -1.24837 0.1086 -0.0456 -0.1938 -0.11
C -4.04092 0.66254 -1.71491 -0.4316 0.5292 0.1173 -0.09
C -2.96063 -0.08702 -1.29094 0.0672 0.0413 -0.0945 -0.10
C -1.94361 -2.75329 1.83605 0.1479 0.2901 -0.6242 -0.22
C -2.50181 -1.84683 2.73213 0.3704 -0.2486 0.2442 -0.09
C -2.57119 -2.16165 4.08431 -0.3200 -0.0461 -0.0115 -0.09
C -2.11570 -3.39096 4.54065 0.4204 -0.0282 -0.1653 -0.10
C -1.52358 -4.27521 3.64428 -0.2353 0.0664 0.5439 -0.10
C -1.45869 -3.96879 2.30915 0.0933 -0.0574 -0.7151 -0.10
H 0.12079 -3.47884 -2.04713 -0.0226 -0.0715 -0.1316 0.09
H -0.08922 -5.48740 -3.47549 -0.0605 -0.0387 0.0558 0.10
H -2.06577 -6.99310 -3.22441 0.1439 0.0566 -0.0122 0.09
H -3.82018 -6.40885 -1.51858 0.0914 -0.1503 -0.1963 0.09
H -3.55179 -4.48379 -0.12443 0.1226 0.1089 -0.0022 0.10
H -4.55505 -2.36847 0.58447 -0.1875 -0.1993 0.2674 0.09
H -6.50286 -0.98033 -0.04734 0.0173 -0.0180 -0.0719 0.09
H -6.18534 0.98833 -1.52002 0.3047 -0.1621 0.0133 0.09
H -3.83869 1.53036 -2.34752 -0.2798 -0.2287 0.1353 0.10
H -1.96855 0.20927 -1.61084 0.0446 -0.0916 0.0550 0.06
H -2.81088 -0.87188 2.37506 -0.1238 0.0137 0.0735 0.11
H -2.99313 -1.43736 4.76176 -0.0486 0.0745 0.2480 0.09
H -2.12003 -3.67732 5.58586 -0.1760 0.2676 0.0533 0.09
H -1.08964 -5.17997 4.02327 0.0772 -0.4258 0.0647 0.09
H -1.01571 -4.66590 1.59222 -0.0275 0.1347 0.2989 0.11
```
Forces are in eV/Å.

charge: -2
maximum force: 0.0215 Eh/bohr
HOMO-LUMO gap: 6.3 eV
HOMO: -2.19 eV
calculated total energy: -107332.975 eV
E_LUMO: 0.1499 hartree